Record 1
Computed, not measured: C34H40F3N8O5PRuS3 as an isolated structure, with ωB97M-V with the def2-TZVPD basis set.

The spin multiplicity is 2. As for the relative energy (zero: lowest compared OMol25 entry of this formula, charge and spin): 44.9 kcal per mole. The total charge is +1.

Each line ends with the Löwdin spin population.
Cartesian coordinates (Å):
Ru (-0.28663, -0.15064, 0.40313)  1.34
N (6.20677, -2.01215, 2.85007)  0.00
C (4.95618, -2.45522, 2.47865)  0.00
C (4.79636, -3.28043, 1.35666)  0.00
C (3.53550, -3.65488, 0.93977)  0.00
C (2.42003, -3.19989, 1.63214)  0.00
C (2.56131, -2.41773, 2.77159)  0.00
C (3.82191, -2.05705, 3.19775)  0.00
S (0.83581, -3.73699, 1.12662)  0.00
O (0.04078, -3.89976, 2.31179)  0.00
O (1.04847, -4.82067, 0.21674)  0.00
N (0.20245, -2.40907, 0.25635)  -0.02
C (-1.03713, -2.62691, -0.25429)  0.00
N (-1.68045, -3.80847, -0.24193)  0.00
C (-2.87859, -3.86774, -0.77827)  0.00
C (-3.52809, -2.75434, -1.33386)  0.00
C (-2.84027, -1.57764, -1.26478)  0.01
N (-1.61388, -1.49990, -0.73634)  0.03
H (7.01739, -2.44270, 2.44561)  0.00
H (6.32998, -1.59832, 3.75510)  0.00
H (5.67547, -3.63203, 0.82550)  0.00
H (3.39170, -4.30683, 0.08611)  0.00
H (1.68171, -2.11415, 3.32988)  0.00
H (3.94511, -1.47398, 4.10390)  0.00
H (-3.35849, -4.84331, -0.75781)  0.00
H (-4.51109, -2.81216, -1.77833)  0.00
H (-3.26397, -0.66014, -1.65513)  0.00
C (3.18496, 3.59628, 0.61476)  0.00
C (1.84173, 2.94973, 0.28866)  0.00
C (0.79860, 3.39999, 1.33336)  0.00
C (1.40609, 3.36779, -1.12524)  0.00
P (1.89117, 1.06814, 0.41170)  0.02
C (2.88252, 0.85936, 1.93316)  0.01
C (4.27844, 0.83183, 1.91490)  0.00
C (5.00392, 0.86061, 3.09538)  0.00
C (4.34867, 0.92086, 4.31805)  0.00
C (2.96299, 0.95410, 4.35271)  0.00
C (2.23697, 0.92527, 3.16940)  0.00
C (2.84659, 0.33496, -1.04882)  0.00
C (3.33083, -1.04689, -0.60451)  0.00
C (4.01342, 1.17173, -1.57119)  0.00
C (1.84632, 0.12091, -2.20138)  0.01
H (3.05414, 4.68288, 0.55990)  0.00
H (3.96463, 3.32102, -0.09536)  0.00
H (3.52512, 3.35958, 1.62176)  0.00
H (0.57099, 4.45909, 1.18786)  0.00
H (1.18305, 3.27600, 2.34628)  0.00
H (-0.13498, 2.84302, 1.24787)  0.00
H (0.97026, 4.36922, -1.09445)  0.00
H (0.66828, 2.70365, -1.54485)  0.00
H (2.25397, 3.40191, -1.80801)  0.00
H (4.81644, 0.80423, 0.97745)  0.00
H (6.08666, 0.85808, 3.05674)  0.00
H (4.91561, 0.94029, 5.24204)  0.00
H (2.44488, 1.02206, 5.30171)  0.00
H (1.16309, 0.96254, 3.21333)  0.00
H (4.13655, -1.00135, 0.12645)  0.00
H (3.69289, -1.59837, -1.47889)  0.00
H (2.51462, -1.61869, -0.17537)  0.00
H (4.79944, 1.31883, -0.83106)  0.00
H (3.69958, 2.14901, -1.93521)  0.00
H (4.45574, 0.63736, -2.41695)  0.00
H (1.00270, -0.49806, -1.89623)  0.00
H (2.35033, -0.41943, -3.00734)  0.00
H (1.46711, 1.05675, -2.60988)  0.00
F (-1.98527, 2.97855, -2.89078)  0.00
C (-2.11371, 2.40991, -1.71339)  0.00
F (-1.18884, 1.40272, -1.69426)  0.01
F (-1.75897, 3.29658, -0.77102)  0.00
N (-7.65143, -2.17542, -4.19683)  0.00
C (-6.99146, -1.07884, -3.73440)  0.00
C (-7.64586, -0.14822, -2.90616)  0.00
C (-6.97832, 0.95859, -2.43594)  0.00
C (-5.64065, 1.14707, -2.78604)  0.00
C (-4.96974, 0.23804, -3.60547)  0.00
C (-5.63573, -0.87292, -4.06188)  0.00
S (-4.83717, 2.59763, -2.29173)  0.00
O (-4.31422, 3.29529, -3.40892)  0.00
O (-5.57118, 3.27095, -1.27617)  0.00
N (-3.39707, 1.86977, -1.46235)  0.00
C (-3.57306, 1.29850, -0.16811)  0.00
S (-5.16316, 0.95231, 0.41480)  0.00
C (-4.51970, 0.41219, 1.89759)  0.00
C (-3.18454, 0.50945, 1.87236)  0.00
N (-2.62175, 0.96380, 0.68710)  0.01
H (-8.64179, -2.26434, -4.06014)  0.00
H (-7.22468, -2.76945, -4.88414)  0.00
H (-8.68566, -0.30929, -2.64046)  0.00
H (-7.46933, 1.68659, -1.79950)  0.00
H (-3.93434, 0.41175, -3.88060)  0.00
H (-5.12064, -1.59490, -4.68615)  0.00
H (-5.15722, 0.08456, 2.70531)  0.00
H (-2.54987, 0.26557, 2.70134)  0.00
O (-1.12581, -1.38574, 2.58802)  -0.22
N (-0.29149, -0.68191, 2.33254)  -0.22

Record 2
Computed, not measured: C34H40F4IN3OPSTeTi as an isolated structure, with ωB97M-V with the def2-TZVPD basis set.

As for the relative energy (zero: lowest compared OMol25 entry of this formula, charge and spin): 3.0 kcal per mole. The total charge is -1.

Each line ends with the Mulliken charge.
Cartesian coordinates (Å):
Ti (-0.76915, -1.15644, -0.45586)  -1.10
C (1.70509, 1.89088, -1.90862)  -0.67
N (0.50750, 2.62958, -2.25908)  0.21
C (-0.26789, 2.03699, -3.32927)  -0.68
C (-0.26562, 3.05165, -1.11913)  -2.18
C (-0.73784, 2.01309, -0.06562)  -0.11
N (-1.35503, 0.73288, -0.42377)  1.94
C (-2.77334, 0.66394, -0.55008)  -0.92
C (-3.45241, -0.40372, 0.06968)  0.43
F (-1.77860, -1.84322, -1.73795)  -0.31
C (-4.81946, -0.45108, -0.08475)  0.00
F (-5.53322, -1.43744, 0.54616)  -0.40
C (-5.58926, 0.46415, -0.77777)  -1.03
C (-4.89995, 1.49282, -1.37581)  0.32
F (-5.56696, 2.42992, -2.08084)  -0.37
C (-3.52738, 1.59368, -1.27577)  0.09
F (-2.95784, 2.62176, -1.93920)  -0.29
H (2.33297, 1.77736, -2.79573)  0.37
H (1.51597, 0.89705, -1.49135)  0.10
H (2.27150, 2.45157, -1.16027)  0.06
H (0.38482, 1.87542, -4.19124)  0.30
H (-1.06378, 2.72256, -3.62247)  0.31
H (-0.73053, 1.07649, -3.06799)  -0.03
H (-1.10400, 3.63652, -1.48540)  0.58
H (0.36292, 3.74332, -0.54151)  0.54
H (-1.41778, 2.56058, 0.59876)  0.31
H (0.13501, 1.74620, 0.53641)  -0.12
H (-6.66645, 0.39507, -0.83198)  0.51
I (0.97964, -1.47521, -3.57835)  0.04
C (2.42292, -2.23650, -2.24458)  0.10
C (3.72839, -2.18417, -2.63414)  -0.51
C (4.70211, -2.87774, -1.88314)  -0.64
C (4.31567, -3.66456, -0.84013)  -0.85
C (2.95798, -3.73622, -0.44269)  0.95
C (2.54859, -4.63496, 0.58093)  -1.03
C (1.23469, -4.71844, 0.91908)  -1.21
C (0.30037, -3.81368, 0.35085)  -0.38
C (0.64086, -2.86010, -0.57866)  0.24
C (1.98075, -2.93463, -1.08239)  1.18
H (4.01227, -1.64047, -3.52427)  0.40
H (5.74402, -2.81657, -2.17104)  0.38
H (5.04670, -4.25455, -0.29837)  0.35
H (3.29550, -5.26176, 1.05500)  0.34
H (0.90593, -5.43493, 1.66382)  0.40
H (-0.70997, -3.85482, 0.74869)  0.23
C (-1.33514, -2.92793, 3.97833)  -1.54
C (-0.94160, -1.98008, 2.84449)  -0.49
P (-2.26155, -1.46928, 1.51274)  3.30
C (-3.25349, -3.02443, 1.43804)  -1.31
C (-3.46664, -3.63337, 0.05212)  -1.13
C (-3.11580, -0.36416, 2.73431)  -1.48
C (-2.61360, 1.07523, 2.76148)  -0.74
H (-0.62727, -2.87335, 4.81006)  0.41
H (-1.34427, -3.96586, 3.63717)  0.32
H (-2.32861, -2.71189, 4.38087)  0.27
H (-0.05932, -2.36247, 2.33535)  0.18
H (-0.63056, -1.01124, 3.25517)  0.39
H (-4.21563, -2.80189, 1.89929)  0.80
H (-2.75548, -3.74981, 2.08059)  0.40
H (-3.90989, -2.92050, -0.63788)  0.16
H (-4.13253, -4.49609, 0.12694)  0.46
H (-2.52979, -3.96959, -0.39089)  0.19
H (-2.96684, -0.81776, 3.71606)  0.54
H (-4.18432, -0.38790, 2.51488)  0.60
H (-1.52859, 1.12814, 2.87150)  0.01
H (-3.05792, 1.62041, 3.59763)  0.55
H (-2.88322, 1.59708, 1.84426)  0.01
C (2.03705, 4.38062, 4.31508)  -1.21
Te (1.51462, 2.46509, 3.50722)  0.26
C (2.61040, 3.15982, 1.80166)  -0.06
C (3.53748, 4.22376, 2.32827)  0.34
C (4.66189, 4.61970, 1.60839)  -0.58
C (5.50488, 5.60092, 2.10412)  -0.61
C (5.22879, 6.19824, 3.32825)  -0.51
C (4.11131, 5.80826, 4.04779)  -0.67
C (3.26166, 4.82080, 3.55608)  0.60
H (2.22888, 4.29496, 5.38283)  0.47
H (1.20863, 5.07241, 4.16315)  0.36
H (1.91734, 3.56144, 1.06429)  -0.18
H (3.14869, 2.32591, 1.35723)  0.20
H (4.87815, 4.14068, 0.66096)  0.44
H (6.38235, 5.89340, 1.54137)  0.39
H (5.88868, 6.96014, 3.72390)  0.38
H (3.89645, 6.26596, 5.00681)  0.40
O (3.32673, 0.23112, 0.42152)  -0.60
S (2.23032, -0.35331, 1.20259)  0.06
N (0.91568, -0.55575, 0.57240)  -0.26

Record 3
Computed, not measured: a 2-piece molecular cluster, C34H40FIO8S overall, with ωB97M-V with the def2-TZVPD basis set.

The value obtained for the electronic energy is -2716.83374 a.u. The SMILES is C#Cc1c2c(c(CCCC)c(CC(=O)c3ccccc3)c1[C@@H](C)CC)C(=O)C(I)=C(S(=O)(=O)F)C2=O.COCCOCCOC.

Each line ends with the Mulliken charge.
Cartesian coordinates (Å):
C (3.85555, -2.03573, 4.84238)  0.08
C (3.31853, -1.51995, 3.87731)  -1.13
C (2.87656, -0.87813, 2.53758)  0.75
C (2.12817, -1.77899, 1.61619)  0.20
C (1.61103, -1.27906, 0.27433)  0.53
C (1.87896, 0.14193, -0.07908)  0.26
C (1.30542, 0.68340, -1.46178)  -1.37
C (-0.16880, 1.23380, -1.18719)  -0.39
C (-0.67101, 2.31452, -2.24254)  -0.51
C (-2.11000, 1.94904, -2.86022)  -1.15
C (2.64130, 1.04302, 0.87251)  1.07
C (2.84259, 2.53164, 0.37706)  -0.98
C (3.97140, 2.62590, -0.76235)  -0.03
O (3.94344, 3.56825, -1.54155)  -0.57
C (5.10321, 1.55819, -0.96827)  0.43
C (6.54687, 1.84955, -0.62388)  -0.25
C (7.64141, 0.85050, -0.78917)  -0.56
C (7.38044, -0.53295, -1.31381)  -0.49
C (5.95872, -0.82892, -1.69911)  -0.65
C (4.85548, 0.18184, -1.53444)  0.10
C (3.16209, 0.57981, 2.20559)  -0.06
C (3.91479, 1.48902, 3.24067)  0.06
C (5.08036, 2.38330, 2.63018)  -1.19
C (2.84098, 2.34447, 4.09782)  -0.57
C (2.01002, 1.28085, 4.95218)  -0.90
C (0.82091, -2.28965, -0.65355)  0.34
O (-0.12234, -1.97140, -1.34351)  -0.45
C (1.34668, -3.79475, -0.56880)  -1.18
I (1.33941, -4.98637, -2.36070)  0.11
C (1.80668, -4.24353, 0.65571)  0.62
S (2.45419, -5.96900, 0.87792)  1.22
O (3.17178, -5.97945, 2.14762)  -0.57
O (1.35280, -6.92791, 0.82104)  -0.52
F (3.55272, -6.29775, -0.32222)  -0.20
C (1.80031, -3.28672, 1.93676)  -0.25
O (1.52371, -3.72042, 3.02681)  -0.46
H (4.11469, -2.63210, 5.75362)  0.42
H (1.19777, -0.14667, -2.22681)  0.46
H (1.91824, 1.52676, -1.88757)  0.62
H (-0.93965, 0.39648, -1.17951)  0.27
H (-0.21472, 1.70091, -0.15183)  0.35
H (0.05180, 2.53020, -3.08128)  0.37
H (-0.82958, 3.29835, -1.69286)  0.26
H (-2.47697, 2.84871, -3.45389)  0.39
H (-1.97308, 1.09210, -3.58679)  0.29
H (-2.88250, 1.73735, -2.06842)  0.23
H (1.88150, 2.84321, -0.12527)  0.38
H (3.06543, 3.26255, 1.20343)  0.31
H (6.77219, 2.87885, -0.21710)  0.38
H (8.68562, 1.14146, -0.48269)  0.32
H (8.20499, -1.29940, -1.41094)  0.36
H (5.75151, -1.86861, -2.09719)  0.34
H (3.83335, -0.15534, -1.86161)  0.26
H (4.40649, 0.80596, 4.00860)  0.44
H (6.07101, 2.20062, 3.15908)  0.32
H (4.82666, 3.47086, 2.86385)  0.34
H (5.18346, 2.29428, 1.51563)  0.08
H (3.47003, 2.91792, 4.85300)  0.40
H (2.19879, 3.00517, 3.45085)  0.24
H (1.40967, 0.56404, 4.32373)  0.22
H (2.75121, 0.64142, 5.53371)  0.21
H (1.29909, 1.77910, 5.68664)  0.38
C (-8.83798, 1.64448, -3.14178)  -0.85
O (-7.77483, 1.21836, -2.31161)  -0.25
C (-8.00042, 1.46275, -0.92928)  -0.55
C (-7.53962, 0.28708, -0.07683)  -0.20
O (-8.33956, -0.88804, -0.18961)  -0.47
C (-8.29057, -1.60053, -1.42601)  -0.31
C (-6.95336, -2.26494, -1.73203)  -0.55
O (-5.97496, -1.29800, -2.09242)  -0.26
C (-4.69530, -1.56596, -1.55468)  -0.63
H (-8.79265, 2.72639, -3.28901)  0.31
H (-8.72643, 1.14886, -4.10805)  0.23
H (-9.80820, 1.35499, -2.72598)  0.39
H (-9.05861, 1.66061, -0.72947)  0.36
H (-7.41899, 2.35109, -0.65641)  0.37
H (-7.61856, 0.59048, 0.97237)  0.42
H (-6.48705, 0.05752, -0.24361)  0.01
H (-8.62238, -0.97036, -2.24964)  0.09
H (-9.03689, -2.39452, -1.32856)  0.42
H (-7.07263, -2.94288, -2.58523)  0.39
H (-6.63429, -2.84678, -0.85731)  0.33
H (-4.75426, -1.83790, -0.49531)  0.37
H (-4.09952, -0.65434, -1.63201)  0.01
H (-4.20425, -2.36090, -2.12341)  0.36

Record 4
Computed, not measured: C34H40GeN6O4S2Ti as an isolated structure, with ωB97M-V with the def2-TZVPD basis set.

As for the relative energy (zero: lowest compared OMol25 entry of this formula, charge and spin): 12.0 kcal per mole. The total charge is +2.

Each line ends with the Mulliken charge.
Cartesian coordinates (Å):
Ti (0.71172, -0.08948, -0.35641)  -0.89
C (3.00254, 2.28801, 1.06357)  -0.73
C (3.13359, 1.61444, -0.14220)  -0.12
C (2.23701, 1.86879, -1.18586)  -1.11
C (1.18180, 2.76450, -0.98934)  0.60
C (1.05779, 3.43484, 0.22512)  -0.94
C (1.97302, 3.20282, 1.24245)  -0.50
H (3.70852, 2.10711, 1.86313)  0.47
H (3.94105, 0.90951, -0.29210)  0.37
H (2.42692, 1.43347, -2.15838)  0.62
H (0.50290, 2.98986, -1.80378)  0.47
H (0.27172, 4.16795, 0.36144)  0.61
H (1.89031, 3.74553, 2.17492)  0.46
N (-1.18352, 1.02257, -0.09655)  -0.22
C (-2.14929, 0.12653, 0.58797)  1.06
C (-3.61886, 0.48005, 0.37950)  -0.54
C (-4.24824, 1.41853, 1.41801)  -0.47
C (-4.91320, 0.65499, 2.56238)  -1.51
N (-3.97463, -0.03812, 3.45215)  -0.07
C (-3.47710, 0.44358, 4.58752)  0.91
N (-3.85349, 1.63614, 5.05213)  -0.35
N (-2.57695, -0.26032, 5.26671)  -0.36
C (-1.82669, -1.29910, 0.14011)  -0.19
O (-2.60388, -2.20059, 0.22538)  -0.59
O (-0.56190, -1.40902, -0.27542)  -0.63
H (-1.08242, 1.90990, 0.38727)  0.31
H (-1.52766, 1.22539, -1.04137)  0.12
H (-1.88511, 0.14579, 1.65088)  0.29
H (-4.17571, -0.45910, 0.36532)  0.67
H (-3.72528, 0.89334, -0.62626)  -0.14
H (-5.02534, 2.01413, 0.93862)  0.43
H (-3.51545, 2.12655, 1.82017)  0.27
H (-5.57214, -0.11345, 2.15964)  0.44
H (-5.55531, 1.31108, 3.14972)  0.50
H (-3.76494, -1.00197, 3.23938)  0.30
H (-4.63968, 2.12626, 4.66469)  0.16
H (-3.47964, 1.98481, 5.91835)  0.22
H (-2.09463, -1.05566, 4.87753)  0.13
H (-2.23609, 0.06054, 6.15703)  0.20
O (1.92904, -3.74780, 3.33970)  -0.65
C (1.52431, -2.70402, 4.06650)  0.57
C (1.32262, -2.91228, 5.43471)  -0.72
C (0.95114, -1.87156, 6.25640)  -0.42
C (0.74646, -0.58958, 5.73369)  -1.23
C (0.90282, -0.38368, 4.37728)  -0.40
C (1.29189, -1.42534, 3.52657)  0.21
C (1.48086, -1.14380, 2.10374)  0.93
O (1.04530, -0.01019, 1.59913)  -0.17
N (2.08551, -2.01079, 1.34898)  -0.93
N (2.20495, -1.52444, 0.04012)  0.95
C (3.06944, -2.18026, -0.67871)  -0.34
S (3.46296, -1.69054, -2.29255)  0.08
C (4.96522, -2.70888, -2.39048)  -0.72
C (4.70581, -3.97847, -1.60915)  -0.55
S (3.94303, -3.51900, -0.02691)  -0.02
H (2.09551, -3.45156, 2.42162)  0.48
H (1.50098, -3.90546, 5.82438)  0.49
H (0.84259, -2.04733, 7.31897)  0.44
H (0.52219, 0.24058, 6.39215)  0.64
H (0.76989, 0.60086, 3.94794)  0.49
H (5.79747, -2.14042, -1.97912)  0.34
H (5.14831, -2.91148, -3.44462)  0.42
H (5.63271, -4.50243, -1.38023)  0.44
H (4.03295, -4.65288, -2.13604)  0.32
Ge (0.46271, -0.49426, -3.01137)  1.36
C (-1.40667, 0.10442, -3.15305)  -0.19
C (-2.43531, -0.82579, -2.98481)  -0.25
C (-3.76478, -0.43804, -3.11054)  -0.67
C (-4.08320, 0.88529, -3.38416)  -0.66
C (-3.07163, 1.82425, -3.53973)  -0.69
C (-1.74060, 1.43519, -3.42757)  0.12
C (1.55882, 0.27199, -4.42572)  0.27
C (1.75271, 1.64440, -4.58351)  0.78
C (2.52032, 2.13868, -5.63131)  -1.03
C (3.10464, 1.26281, -6.53239)  -0.55
C (2.91660, -0.10495, -6.39121)  -0.72
C (2.14858, -0.59866, -5.34517)  -0.65
H (0.42542, -2.02000, -3.20624)  -0.11
H (-2.19866, -1.86541, -2.78899)  0.41
H (-4.55048, -1.17609, -3.00873)  0.45
H (-5.11749, 1.18371, -3.49722)  0.48
H (-3.31684, 2.85093, -3.78010)  0.47
H (-0.95997, 2.16599, -3.60541)  0.33
H (1.29946, 2.34910, -3.89596)  0.12
H (2.65687, 3.20629, -5.74509)  0.45
H (3.69993, 1.64648, -7.35014)  0.41
H (3.35963, -0.78773, -7.10469)  0.43
H (1.99425, -1.66809, -5.25435)  0.50

For each record above, in turn, the calculated F_max values are 3.27 0.99 3.96 0.52 eV Å⁻¹.